No. 1
97
Properties=species:S:1:pos:R:3:forces:R:3:mulliken_charge:R:1 method="wB97M-V/def2-TZVPD" de_lowest_kj_mol=2109.3 spin_multiplicity=1 orbital_gap_ev=6.76 charge=+1
C 8.294 -0.872 1.064 -1.51 -0.01 1.01 -0.958
C 7.124 0.041 0.291 3.11 -0.47 0.59 -0.143
O 6.135 -0.921 -0.207 -1.99 1.94 1.04 -0.425
C 4.748 -0.499 0.050 0.35 1.14 -0.72 0.583
C 4.436 1.070 -0.439 -0.35 -0.97 0.39 0.123
C 4.866 1.363 -1.994 0.96 0.80 0.84 -0.473
O 4.347 2.728 -2.328 -1.57 -1.76 -0.03 -0.385
C 2.933 2.668 -2.731 -0.09 -0.49 -0.47 -0.265
C 1.986 3.828 -1.988 2.43 1.11 -0.60 0.648
F 2.181 5.110 -2.762 -1.03 -3.60 2.46 -0.302
F 2.528 4.114 -0.621 -2.19 -0.92 -3.89 -0.293
C 0.383 3.429 -1.977 -0.72 -1.94 0.01 0.654
F -0.166 3.258 -3.355 2.06 0.83 4.71 -0.254
F 0.282 2.065 -1.336 0.47 3.83 -1.78 -0.255
C -0.554 4.421 -1.061 -3.59 -0.27 0.84 0.526
F -1.957 3.871 -1.161 4.41 1.45 0.37 -0.291
F -0.217 4.422 0.387 -0.63 -0.17 -4.75 -0.252
C -0.638 5.972 -1.585 -0.84 2.58 -0.35 0.178
F -1.657 6.754 -0.802 2.93 -2.86 -2.27 -0.269
F -1.019 6.114 -3.011 1.04 -1.02 4.32 -0.239
C 4.479 -0.732 1.661 2.51 -1.13 0.10 -1.065
N 3.064 -0.449 2.112 0.02 0.30 0.16 0.376
C 2.738 -1.120 3.456 -0.83 -0.95 1.67 -0.873
C 1.334 -0.512 4.112 0.90 0.73 -0.50 0.121
C 1.602 0.421 5.439 -1.34 -0.03 -0.34 -0.834
Br 0.238 -2.121 4.654 0.62 1.12 -0.59 -0.116
C 2.097 -0.895 1.041 -2.24 -0.80 -1.86 -1.018
C 2.726 -1.872 -0.113 -1.53 0.48 -1.88 1.028
Cl 2.974 -3.624 0.543 0.15 1.73 -0.12 -0.163
C 1.525 -2.028 -1.268 0.94 0.17 0.35 -0.269
C 1.842 -3.177 -2.390 -0.71 -0.06 -0.74 -0.735
C 0.550 -4.198 -2.412 -0.76 0.85 0.44 -0.449
C -0.645 -3.400 -3.252 -0.23 -0.37 0.08 -0.350
C -2.156 -3.671 -2.662 -0.28 0.72 -0.74 -0.812
C -2.578 -2.672 -1.420 -0.38 -0.53 0.02 -0.003
C -4.115 -2.068 -1.544 0.63 0.78 1.16 -0.558
C -4.744 -2.068 0.000 0.78 -1.36 -0.95 -0.537
Si -6.313 -0.959 0.135 -1.14 -0.07 0.52 0.337
C -7.202 -0.660 -1.584 -0.50 0.10 -0.40 -1.000
C -7.625 -1.919 1.238 0.09 0.86 0.23 -0.991
C -6.002 0.724 1.092 0.65 2.61 1.27 0.542
C -5.237 0.583 2.553 -1.38 5.54 -1.27 -0.280
C -5.013 2.004 3.396 -1.84 -0.40 -3.40 -0.442
C -5.543 3.465 2.786 -0.61 -3.31 -2.29 -0.368
C -6.271 3.518 1.314 0.82 -3.59 1.03 -0.414
C -6.528 2.129 0.422 2.51 0.31 5.15 -0.240
O 3.893 -1.342 -0.827 -0.51 0.07 3.57 -0.433
H 8.479 -1.878 0.495 -0.15 2.17 0.94 0.283
H 7.801 -1.164 2.111 1.17 0.46 -2.15 0.195
H 9.258 -0.260 1.318 -1.84 -1.21 -0.82 0.347
H 7.715 0.581 -0.594 -1.84 -0.97 1.77 0.265
H 6.741 0.793 1.099 0.46 -1.29 -1.85 0.169
H 4.944 1.793 0.333 -0.92 -1.13 -1.83 0.296
H 3.268 1.212 -0.366 2.24 -0.21 -0.08 -0.047
H 4.495 0.573 -2.773 0.66 1.38 1.69 0.280
H 6.054 1.473 -2.035 -2.78 -0.31 -0.09 0.151
H 2.511 1.580 -2.499 0.55 2.47 -0.40 -0.046
H 2.894 2.846 -3.902 -0.24 -0.15 2.52 0.368
H 0.385 6.538 -1.433 -2.17 -1.28 -0.38 0.237
H 4.788 -1.864 1.881 -1.09 2.42 -0.49 0.389
H 5.190 -0.084 2.355 -1.45 -1.19 -1.78 0.423
H 2.985 0.605 2.212 0.00 -1.51 -0.04 0.590
H 3.620 -1.006 4.221 -1.58 0.07 -1.71 0.393
H 2.583 -2.267 3.278 0.48 2.30 -0.04 0.406
H 0.736 0.095 3.276 1.17 -1.51 1.91 0.336
H 1.166 1.506 5.205 1.27 -2.31 0.62 0.269
H 2.741 0.432 5.708 -2.33 0.08 -0.35 0.282
H 0.916 -0.036 6.301 1.91 1.16 -1.77 0.316
H 1.637 0.042 0.485 1.14 -1.83 1.14 -0.073
H 1.164 -1.477 1.500 2.27 1.26 -0.79 0.503
H 0.535 -2.284 -0.675 1.93 0.65 -1.39 0.055
H 1.474 -0.996 -1.833 -0.11 -1.86 1.44 -0.118
H 1.847 -2.637 -3.452 0.09 -1.16 2.29 0.344
H 2.882 -3.704 -2.293 -2.05 1.04 0.19 0.305
H 0.100 -4.350 -1.318 1.28 0.28 -2.17 0.200
H 0.779 -5.268 -2.829 -0.40 2.21 0.57 0.349
H -0.604 -3.740 -4.370 -0.05 0.69 2.06 0.340
H -0.462 -2.224 -3.228 -0.29 -2.50 -0.01 0.103
H -2.302 -4.797 -2.345 0.33 2.27 -0.69 0.226
H -2.910 -3.433 -3.555 1.60 -0.66 1.90 0.346
H -2.544 -3.321 -0.430 0.07 1.51 -1.92 0.287
H -1.860 -1.739 -1.317 -1.24 -2.02 -0.23 -0.086
H -4.785 -2.653 -2.314 1.39 1.15 1.65 0.298
H -4.054 -0.915 -1.842 -0.11 -2.58 0.22 0.228
H -3.881 -1.811 0.747 -1.65 -0.31 -1.35 0.268
H -5.073 -3.180 0.230 0.66 2.13 -0.32 0.282
H -8.347 -0.790 -1.373 2.07 0.32 -0.46 0.306
H -7.025 0.442 -1.951 -0.30 -2.32 0.34 0.254
H -6.908 -1.472 -2.394 -0.53 1.90 1.57 0.255
H -8.441 -1.096 1.527 1.58 -2.08 -0.55 0.279
H -7.035 -2.228 2.204 -1.46 0.25 -1.71 0.273
H -8.074 -2.811 0.629 0.76 1.59 1.48 0.282
H -4.855 -0.423 3.015 -0.95 2.14 -1.18 0.251
H -4.501 1.933 4.454 -1.18 0.38 -2.38 0.269
H -5.405 4.468 3.412 -0.31 -2.53 -1.55 0.289
H -6.677 4.508 0.816 1.07 -2.08 1.44 0.274
H -7.073 2.193 -0.612 1.23 -0.26 2.31 0.148


No. 2
50
Properties=species:S:1:pos:R:3:forces:R:3:mulliken_spin:R:1 method="wB97M-V/def2-TZVPD" s_squared=3.837 de_lowest_kj_mol=597.9 spin_multiplicity=4 orbital_gap_ev="7.66 / 8.12" charge=-1
Cr -0.777 0.109 1.522 0.28 0.01 0.01 3.205
C 1.593 -1.218 2.486 0.04 -0.06 -0.03 -0.070
C 1.024 0.056 2.786 -0.10 -0.01 -0.01 -0.058
C -0.101 -0.189 3.645 0.06 0.03 0.21 0.071
C -0.217 -1.579 3.785 -0.07 0.00 0.04 -0.105
C 0.845 -2.206 3.103 0.03 0.00 -0.04 0.026
H 2.424 -1.380 1.815 0.02 0.01 0.00 0.002
H 1.485 1.018 2.615 0.02 0.00 0.03 0.011
H -0.670 0.559 4.177 -0.01 0.01 -0.03 0.011
H -1.022 -2.086 4.300 0.01 0.00 0.01 -0.005
H 0.962 -3.269 2.959 0.00 0.00 0.00 0.000
O -2.074 2.742 4.051 -0.09 0.03 0.19 0.001
P -1.871 3.048 2.473 0.39 -0.09 -0.09 -0.005
O -1.644 4.480 2.254 -0.05 0.01 0.02 -0.002
O -0.884 2.019 1.972 -0.11 0.23 0.14 -0.031
O -3.320 2.608 1.878 -0.25 0.09 -0.10 0.000
P -3.972 1.162 1.563 -0.03 0.03 0.12 0.000
O -3.613 0.330 2.937 -0.08 -0.06 -0.05 0.007
O -2.691 0.969 -0.537 -0.15 -0.14 0.05 0.010
O -2.756 0.345 0.784 -0.10 0.01 -0.20 0.012
H -2.131 3.582 4.521 0.03 -0.05 -0.09 0.001
H -3.996 0.736 3.723 0.08 0.03 -0.01 0.001
O -0.375 0.566 -0.315 0.86 -0.31 -0.02 -0.035
C 0.132 -0.525 -1.070 0.13 0.06 0.10 -0.013
C -0.300 -1.850 -0.378 -0.26 -0.07 -0.02 0.020
O -0.165 -2.927 -0.935 0.13 0.02 0.17 0.009
O -0.793 -1.681 0.805 0.04 -0.06 -0.19 -0.079
C 1.665 -0.477 -1.074 -0.10 -0.04 -0.07 -0.004
C 2.346 0.561 -0.454 0.01 0.04 -0.04 0.003
C 3.736 0.588 -0.464 -0.02 0.03 0.03 0.003
C 4.452 -0.417 -1.092 0.04 -0.01 -0.02 0.000
C 3.771 -1.450 -1.725 -0.01 0.01 0.00 0.000
C 2.386 -1.477 -1.721 0.02 -0.02 0.05 -0.002
C -0.370 -0.385 -2.509 0.01 0.05 0.02 0.003
C -0.249 0.874 -3.098 -0.01 -0.05 0.01 -0.001
C -0.683 1.093 -4.394 0.01 0.00 0.01 0.001
C -1.240 0.052 -5.126 0.01 0.03 -0.02 0.000
C -1.357 -1.200 -4.546 -0.01 -0.01 -0.01 0.000
C -0.924 -1.423 -3.244 -0.06 -0.03 -0.05 -0.001
H -1.584 0.849 -0.622 -0.69 0.24 -0.09 0.010
H 1.785 1.348 0.031 -0.02 -0.01 0.02 0.006
H 4.255 1.402 0.029 0.01 -0.01 -0.01 0.000
H 5.535 -0.396 -1.095 0.00 0.00 0.00 0.000
H 4.320 -2.240 -2.222 0.01 0.00 0.00 0.000
H 1.850 -2.287 -2.198 0.00 -0.01 -0.01 0.000
H 0.181 1.685 -2.523 0.01 0.02 0.01 0.000
H -0.585 2.079 -4.831 -0.01 0.00 -0.01 0.000
H -1.581 0.221 -6.140 0.00 0.00 0.00 0.000
H -1.794 -2.017 -5.107 0.00 0.01 0.00 0.000
H -1.014 -2.402 -2.795 0.00 0.06 -0.06 0.000


No. 3
14
Properties=species:S:1:pos:R:3:forces:R:3:nbo_charge:R:1 method="wB97M-V/def2-TZVPD" smiles="C=C(C)O.C=O" de_lowest_kj_mol=190.3 spin_multiplicity=1 orbital_gap_ev=8.86 charge=0
C -0.850 0.836 -1.870 0.04 -0.05 0.05 -0.528
C -0.002 0.248 -1.027 -0.05 0.25 -0.14 0.324
C 1.158 0.937 -0.364 0.04 0.02 0.02 -0.679
O -0.137 -1.083 -0.747 0.11 0.02 0.06 -0.708
H -1.651 0.269 -2.331 0.09 0.07 0.07 0.208
H -0.742 1.884 -2.125 0.03 -0.17 0.06 0.202
H 2.103 0.488 -0.694 -0.13 0.04 0.04 0.222
H 1.177 2.001 -0.608 -0.04 -0.17 0.01 0.226
H 1.114 0.830 0.727 -0.01 0.02 -0.18 0.219
H 0.407 -1.303 0.029 -0.07 0.03 -0.12 0.495
C -0.660 -1.276 2.255 0.38 -0.05 -0.02 0.289
O 0.501 -1.402 1.938 -0.55 0.01 0.21 -0.529
H -1.458 -1.163 1.501 0.11 -0.01 0.03 0.138
H -0.961 -1.266 3.318 0.04 -0.01 -0.08 0.120


No. 4
9
Properties=species:S:1:pos:R:3:forces:R:3:nbo_charge:R:1 method="wB97M-V/def2-TZVPD" de_lowest_kj_mol=46.5 spin_multiplicity=1 orbital_gap_ev="8.92 / 4.88" charge=+1
C -0.400 0.297 -0.122 0.73 1.14 0.33 -0.510
C -1.196 -0.850 -0.026 0.22 -0.10 0.34 0.296
N 3.175 1.454 0.635 -0.18 -0.23 0.10 0.309
O 3.214 1.870 -0.405 0.14 0.18 -0.17 -0.101
O -2.476 -1.146 -0.062 2.91 -2.06 -0.09 -0.574
S 1.149 -0.419 -0.382 -0.83 -0.08 0.72 0.486
S 0.042 -2.152 0.155 -0.61 0.53 -0.82 0.275
H -0.433 1.414 0.096 -0.73 -1.73 -0.76 0.294
H -3.075 -0.468 0.111 -1.64 2.34 0.35 0.524


Number 1: E_tot -5651.41130 a.u., M 792.2 g mol⁻¹, maximum force 5.8 eV Å⁻¹. Number 2: E_tot -3214.69266 a.u., M 520.3 g mol⁻¹, maximum force 0.9 eV Å⁻¹. Number 3: E_tot -307.63995 a.u., M 88.1 g mol⁻¹, maximum force 0.6 eV Å⁻¹. Number 4: E_tot -1078.58588 a.u., M 136.2 g mol⁻¹, maximum force 3.6 eV Å⁻¹.